[1]
Entry from the Open Molecules 2025 dataset: an isolated molecule of C3H8N2S in a non-equilibrium geometry (ωB97M-V/def2-TZVPD).

Computed properties:
HOMO energy in eV: -9.0
HOMO-LUMO gap in eV: 9.74
M in g/mol: 104.2

```
14
Properties=species:S:1:pos:R:3:forces:R:3
C -2.1566 -0.5352 0.5655 0.18 0.53 -0.18
C 0.6340 1.5392 -0.1254 -0.59 -0.35 0.61
C 1.2110 -0.8255 -0.3665 0.83 -0.49 -0.79
H -1.9619 0.3316 1.2230 -0.55 -0.46 -0.20
H -1.6495 -1.3929 0.9759 0.05 -0.34 0.20
H -3.2267 -0.7778 0.4308 0.55 0.41 -0.04
H -0.2896 2.0082 0.2200 0.19 0.41 -0.21
H 1.0158 2.0682 -1.0458 -0.10 -0.75 1.07
H 1.2956 1.5077 0.7548 0.29 0.47 -0.77
H 0.8108 -1.7479 -0.7840 -0.02 -0.25 0.06
H 2.9358 -1.4957 -0.4249 0.08 -0.06 0.55
N 0.2369 0.1338 -0.3326 0.02 0.92 -0.40
N 2.4581 -0.6676 -0.0763 -1.32 0.31 -0.55
S -1.3139 -0.1460 -1.0145 0.40 -0.35 0.64
```
Positions in Å, forces in eV/Å.

These are the Löwdin partial charges, in e, on atoms 1 to 6: atom 1 (C): -0.37, atom 2 (C): -0.12, atom 3 (C): -0.37, atom 4 (H): 0.04, atom 5 (H): 0.02, atom 6 (H): 0.04

[2]
Entry from the Open Molecules 2025 dataset: an isolated molecule of C3H8N2S in a non-equilibrium geometry (ωB97M-V/def2-TZVPD).

Computed properties:
HOMO energy in eV: -8.6
HOMO-LUMO gap in eV: 9.24
M in g/mol: 104.2

```
14
Properties=species:S:1:pos:R:3:forces:R:3
C 0.7619 -0.1118 -0.5831 -3.60 3.75 0.83
C -0.1115 -0.9198 0.4125 0.89 -1.05 1.35
C -2.3278 0.1499 -0.0948 0.20 3.07 1.36
H 1.8486 0.3991 1.4710 1.11 -0.20 -3.08
H 0.3480 1.0732 -0.4622 0.39 -3.54 -1.57
H 0.6161 -0.5203 -1.6333 0.58 0.67 1.44
H -0.1868 -0.6294 1.5974 0.90 -0.09 -2.83
H 0.2448 -1.9729 0.3582 0.05 0.63 0.46
H -1.9825 -1.8779 -0.1914 1.96 2.08 0.45
H -3.5188 -0.0646 -0.0832 3.14 0.13 -0.73
H -0.9869 1.3029 0.4160 -0.40 0.98 -0.40
N -1.4046 -0.9629 -0.1090 -6.45 -0.57 -1.04
N -1.9620 1.4620 0.1036 -0.97 -5.62 0.15
S 2.3280 0.2554 0.0098 2.20 -0.26 3.61
```
Positions in Å, forces in eV/Å.

These are the Löwdin partial charges, in e, on atoms 1 to 6: atom 1 (C): -0.70, atom 2 (C): -0.37, atom 3 (C): -0.24, atom 4 (H): -0.01, atom 5 (H): 0.09, atom 6 (H): 0.11